The following is a DFT calculation (ωB97M-V/def2-TZVPD) of a single C21H26N2O2 molecule.

Positions of all 51 atoms, in Å:
C 0.2021 4.5519 -1.0321
N 1.0192 3.3955 -0.7149
C 2.1310 3.3086 -1.6394
C 1.4412 3.4136 0.6821
C 1.7478 2.0248 1.3001
C 1.2972 2.0530 2.7650
C 3.2477 1.7152 1.2687
C 0.9899 0.9044 0.5725
N -0.4400 1.1559 0.5548
C -1.1911 0.0953 -0.0906
C -1.2987 -1.1124 0.8100
C -1.1919 -0.9149 2.1468
C -1.0807 -1.9890 3.1000
O -1.0461 -1.8841 4.3010
O -0.9325 -3.2420 2.5540
C -1.0874 -3.4698 1.2368
C -0.8900 -4.8099 0.8416
C -1.0211 -5.1588 -0.4648
C -1.4592 -4.2134 -1.4218
C -1.7024 -4.6117 -2.7501
C -2.2257 -3.7388 -3.6638
C -2.5622 -2.4444 -3.2578
C -2.3101 -2.0225 -1.9775
C -1.7014 -2.8686 -1.0301
C -1.3885 -2.4669 0.3123
H -0.6693 4.5782 -0.3785
H -0.1424 4.4694 -2.0629
H 0.7474 5.5024 -0.9250
H 2.6864 2.3910 -1.4670
H 1.7452 3.2872 -2.6585
H 2.8237 4.1601 -1.5458
H 0.6173 3.8480 1.2518
H 2.3163 4.0698 0.8220
H 1.7831 2.8682 3.2970
H 0.2209 2.1874 2.8214
H 1.5521 1.1192 3.2599
H 3.8010 2.4789 1.8108
H 3.6322 1.6706 0.2535
H 3.4400 0.7556 1.7437
H 1.3893 0.7857 -0.4484
H 1.1632 -0.0354 1.1057
H -0.5833 2.0245 0.0491
H -2.1952 0.4840 -0.2896
H -0.7329 -0.2099 -1.0475
H -1.1170 0.0861 2.5380
H -0.6188 -5.5215 1.6048
H -0.8330 -6.1727 -0.7850
H -1.4862 -5.6334 -3.0270
H -2.4114 -4.0506 -4.6806
H -3.0375 -1.7732 -3.9578
H -2.6380 -1.0405 -1.6869

Relative energy (zero: lowest compared OMol25 entry of this formula, charge and spin) = 48.8 kcal per mole
Energy = -29274.2819 eV
2S+1 = 1
E_HOMO = -8.12 eV
SMILES string = CN(C)CC(C)(C)CNCc1cc(=O)oc2ccc3ccccc3c12

The following is a DFT calculation (ωB97M-V/def2-TZVPD) of a single C21H26N2O4S molecule.

Positions of all 54 atoms, in Å:
C -0.0289 2.2198 -0.9265
C -1.1612 1.3041 -1.2756
C -2.4736 1.6556 -0.9842
C -3.5157 0.8012 -1.2910
C -3.2896 -0.4374 -1.8755
C -4.4165 -1.3868 -2.1523
C -1.9721 -0.7885 -2.1744
N -1.6402 -2.0461 -2.7308
S -1.0778 -3.1507 -1.5761
O -1.7854 -2.9704 -0.3392
O -1.1432 -4.4420 -2.1973
C 0.6075 -2.6009 -1.3497
C 0.8956 -2.0052 -0.1391
C 2.1617 -1.4790 0.0885
C 2.5398 -0.7861 1.3576
O 3.6814 -0.7778 1.7774
N 1.5132 -0.1800 1.9968
C 1.7140 0.6181 3.1795
C 1.5466 2.1142 2.8731
C 1.7707 2.9917 4.1186
C 0.5626 3.9299 4.1164
C -0.4847 3.0709 3.4119
O 0.2263 2.3788 2.4061
C 3.1272 -1.6117 -0.9069
C 2.8221 -2.2111 -2.1139
C 1.5443 -2.7036 -2.3710
C 1.1813 -3.2893 -3.6925
C -0.9291 0.0813 -1.8860
H 0.0111 2.3700 0.1519
H -0.1694 3.1937 -1.3935
H 0.9207 1.8070 -1.2586
H -2.6773 2.6041 -0.5097
H -4.5293 1.0911 -1.0533
H -5.3572 -0.9728 -1.7988
H -4.5106 -1.5848 -3.2214
H -4.2374 -2.3326 -1.6400
H -2.4005 -2.4738 -3.2420
H 0.1126 -1.9809 0.6024
H 0.6229 -0.0745 1.5357
H 2.7281 0.4230 3.5349
H 0.9887 0.3187 3.9430
H 2.2280 2.3802 2.0555
H 2.7164 3.5254 4.0716
H 1.7673 2.3693 5.0140
H 0.2547 4.2305 5.1145
H 0.7713 4.8199 3.5224
H -1.2732 3.6444 2.9232
H -0.9417 2.3607 4.1160
H 4.1176 -1.2272 -0.7141
H 3.5811 -2.2920 -2.8782
H 2.0674 -3.4616 -4.2982
H 0.5152 -2.6076 -4.2214
H 0.6399 -4.2215 -3.5526
H 0.0775 -0.2078 -2.1471

Relative energy (zero: lowest compared OMol25 entry of this formula, charge and spin) = 0.0 kcal per mole
Energy = -44205.1620 eV
2S+1 = 1
E_HOMO = -8.78 eV
SMILES string = Cc1ccc(C)c(NS(=O)(=O)c2cc(C(=O)NC[C@@H]3CCCO3)ccc2C)c1

The following is a DFT calculation (ωB97M-V/def2-TZVPD) of a single C21H26N2O5S molecule in a non-equilibrium geometry.

Positions of all 55 atoms, in Å:
C 2.9484 4.2692 -5.1125
C 4.3062 3.8219 -4.5782
O 4.2866 3.5610 -3.1901
C 3.6917 2.4268 -2.7225
C 3.2228 1.3740 -3.5016
C 2.6579 0.2651 -2.8990
C 2.5431 0.1789 -1.5178
N 1.9781 -0.9834 -0.9713
C 1.4191 -1.1247 0.2512
O 1.4899 -0.3281 1.1632
C 0.7568 -2.4941 0.4273
C 0.3007 -2.7868 1.8659
C -0.8937 -3.7393 1.6997
C -1.1057 -3.8264 0.1753
N -0.4273 -2.6807 -0.4005
S -1.4448 -1.3721 -0.7058
O -0.6360 -0.3547 -1.3095
O -2.5219 -1.9233 -1.4763
C -2.1180 -0.7558 0.8318
C -1.4966 0.2846 1.4906
C -2.0244 0.7656 2.6765
C -3.1871 0.2026 3.2021
O -3.7850 0.5644 4.3601
C -3.2998 1.6723 5.0982
C -3.7058 3.0077 4.4831
C -3.8162 -0.8385 2.5072
C -3.2861 -1.3113 1.3267
C 3.0196 1.2268 -0.7351
C 3.5822 2.3327 -1.3343
H 3.0273 4.4980 -6.1719
H 2.6197 5.1590 -4.5815
H 2.2014 3.4920 -4.9717
H 5.0337 4.6312 -4.6897
H 4.6762 2.9504 -5.1329
H 3.2886 1.3982 -4.5779
H 2.2873 -0.5406 -3.5165
H 1.6809 -1.6569 -1.6650
H 1.4832 -3.2575 0.1084
H 0.0074 -1.8519 2.3438
H 1.1083 -3.2257 2.4485
H -0.6843 -4.7237 2.1148
H -1.7791 -3.3422 2.1943
H -2.1477 -3.8038 -0.1343
H -0.6401 -4.7310 -0.2283
H -0.5990 0.7137 1.0766
H -1.5162 1.5741 3.1757
H -2.2122 1.6093 5.2195
H -3.7633 1.5606 6.0823
H -4.7885 3.0613 4.4014
H -3.3589 3.8209 5.1146
H -3.2806 3.1258 3.4896
H -4.7229 -1.2519 2.9192
H -3.7763 -2.0921 0.7672
H 2.9357 1.1750 0.3369
H 3.9526 3.1517 -0.7383

Relative energy (zero: lowest compared OMol25 entry of this formula, charge and spin) = 68.5 kcal per mole
Energy = -46251.5868 eV
2S+1 = 1
E_HOMO = -7.78 eV
SMILES string = CCOc1ccc(NC(=O)[C@H]2CCCN2S(=O)(=O)c2ccc(OCC)cc2)cc1